Entry A
This record from OMol25 describes the ion C4H6N3 with charge +1. The level of theory is ωB97M-V/def2-TZVPD.

Atoms and positions in Å:
C 1.940 0.664 -0.225
C 1.923 -0.871 0.047
C -0.305 1.109 0.265
C -2.134 -0.511 -0.182
N 0.935 1.378 -0.161
N -0.942 0.263 -0.418
N 0.925 -1.467 -0.046
H 2.834 0.990 -0.611
H 3.041 -1.133 0.201
H -0.784 1.699 1.223
H -2.440 -0.654 0.984
H -2.896 0.085 -0.630
H -2.098 -1.552 -0.448

- spin multiplicity = 1
- LUMO (alpha / beta) (hartree) = -0.2851 / -0.2433
- total charge = +1
- Kohn-Sham gap (alpha / beta) (eV) = 6.90 / 8.79

***

Entry B
This record from OMol25 describes the ion C4H6N3 with charge +1. The level of theory is ωB97M-V/def2-TZVPD.

Atoms and positions in Å:
N -1.778 1.208 0.489
C -0.884 0.336 0.030
N -1.185 -0.894 -0.399
N 0.371 0.912 -0.361
C 1.514 0.479 0.017
C 2.465 -0.364 0.723
C 2.976 0.664 0.020
H -1.332 1.925 0.956
H -2.728 0.959 0.828
H -0.398 -1.468 -0.708
H -2.072 -1.335 -0.308
H 2.755 -1.177 1.240
H 3.756 1.255 -0.346

- spin multiplicity = 1
- LUMO (hartree) = -0.1212
- structure (SMILES) = NC(=[NH2+])N=c1cc1
- total charge = +1
- Kohn-Sham gap (eV) = 11.05

***

Entry C
This record from OMol25 describes a structure of composition C4H6N3. The level of theory is ωB97M-V/def2-TZVPD.

Atoms and positions in Å:
C 0.748 -1.297 1.550
C -0.443 -0.833 1.094
C -2.513 0.339 0.519
C 2.220 -0.691 -0.252
N 1.844 -1.173 0.810
N -1.425 -0.289 0.666
N 2.288 -0.186 -1.324
H 0.819 -1.573 2.629
H -3.232 0.226 1.285
H -2.416 1.089 -0.344
H -0.237 2.034 -2.381
H -0.633 2.661 -2.139
H 2.979 -0.306 -2.112

- spin multiplicity = 1
- LUMO (alpha / beta) (hartree) = -0.2107 / -0.2107
- total charge = +1
- Kohn-Sham gap (alpha / beta) (eV) = 7.77 / 7.77

***

The data favor entry B; the next most stable structure lies 0.1134 hartree above it.

***

Entry A
This record from OMol25 describes a cluster of 8 separate species, C24H64O8 in total. The level of theory is ωB97M-V/def2-TZVPD.

Atoms and positions in Å:
C 0.652 -1.753 4.222
C 1.921 -2.499 4.015
C 2.139 -2.940 2.595
O 3.007 -1.614 4.373
H 0.456 -1.539 5.273
H -0.131 -2.486 4.032
H 0.501 -0.922 3.533
H 1.868 -3.327 4.721
H 2.230 -2.148 1.852
H 1.263 -3.463 2.210
H 3.022 -3.573 2.505
H 3.157 -0.962 3.685
C 2.473 4.819 0.706
C 2.558 4.006 1.925
C 1.147 3.574 2.492
O 3.402 2.884 1.678
H 1.437 5.158 0.659
H 2.551 4.324 -0.262
H 3.079 5.725 0.671
H 2.929 4.730 2.650
H 0.703 2.877 1.782
H 0.508 4.455 2.426
H 1.273 3.156 3.491
H 4.192 3.218 1.246
C 7.540 3.546 -0.770
C 6.133 3.377 -0.464
C 5.652 1.928 -0.429
O 5.612 3.992 0.666
H 7.874 2.944 -1.615
H 8.188 3.530 0.107
H 7.737 4.527 -1.204
H 5.551 3.773 -1.296
H 4.629 1.721 -0.742
H 5.859 1.503 0.553
H 6.185 1.311 -1.153
H 6.305 4.555 1.019
C -4.128 2.041 3.895
C -4.643 0.922 2.968
C -3.740 0.594 1.709
O -4.689 -0.329 3.651
H -4.883 2.539 4.502
H -3.647 2.819 3.302
H -3.271 1.610 4.412
H -5.621 1.273 2.638
H -3.962 -0.275 1.090
H -2.726 0.464 2.086
H -3.822 1.527 1.152
H -4.268 -0.987 3.094
C -2.130 2.111 -2.331
C -1.790 1.920 -3.831
C -0.780 3.017 -4.283
O -1.153 0.628 -3.883
H -2.852 2.917 -2.198
H -1.220 2.453 -1.838
H -2.413 1.203 -1.799
H -2.699 1.909 -4.433
H -0.622 2.915 -5.357
H 0.251 2.966 -3.933
H -1.132 4.024 -4.058
H -0.979 0.347 -2.981
C -1.721 -3.434 -4.173
C -1.367 -3.909 -5.482
C -0.667 -5.417 -5.182
O -2.709 -4.128 -6.033
H -2.295 -4.095 -3.524
H -2.220 -2.504 -4.447
H -0.766 -3.283 -3.670
H -0.844 -3.164 -6.082
H -0.392 -5.819 -6.158
H -1.410 -6.108 -4.784
H 0.264 -5.351 -4.619
H -2.566 -4.258 -6.973
C 1.392 0.554 -0.816
C 0.290 -0.585 -0.584
C -0.870 -0.002 0.197
O -0.184 -1.113 -1.850
H 0.894 1.460 -1.159
H 2.131 0.255 -1.560
H 1.966 0.807 0.075
H 0.719 -1.464 -0.103
H -1.065 1.060 0.045
H -0.513 -0.200 1.208
H -1.854 -0.431 0.006
H 0.614 -1.460 -2.254
C -2.761 -3.165 2.275
C -3.782 -3.244 1.078
C -3.976 -4.637 0.516
O -5.013 -2.792 1.650
H -3.204 -3.532 3.201
H -2.179 -2.254 2.410
H -2.113 -4.028 2.120
H -3.512 -2.472 0.357
H -4.735 -5.209 1.049
H -3.031 -5.171 0.620
H -4.144 -4.649 -0.561
H -5.064 -3.275 2.478

- spin multiplicity = 1
- LUMO (hartree) = 0.0167
- structure (SMILES) = CC(C)O.CC(C)O.CC(C)O.CC(C)O.CC(C)O.CC(C)O.CC(C)O.CC(C)O
- Kohn-Sham gap (eV) = 10.15

***

Entry B
This record from OMol25 describes a cluster of 8 separate species, C24H64O8 in total. The level of theory is ωB97M-V/def2-TZVPD.

Atoms and positions in Å:
C 0.612 -2.916 2.187
C 0.964 -2.218 3.504
C 1.914 -3.095 4.314
O 1.736 -1.037 3.207
H 0.116 -3.860 2.440
H 1.489 -3.083 1.565
H -0.144 -2.376 1.616
H 0.049 -1.997 4.059
H 2.608 -3.609 3.646
H 1.318 -3.902 4.755
H 2.484 -2.555 5.062
H 1.160 -0.462 2.684
C 1.309 -4.847 -0.935
C 1.371 -5.164 -2.462
C 0.770 -3.981 -3.223
O 2.718 -5.369 -2.900
H 0.565 -5.547 -0.547
H 0.952 -3.845 -0.703
H 2.271 -5.011 -0.453
H 0.852 -6.105 -2.627
H -0.304 -4.208 -3.256
H 1.031 -3.979 -4.287
H 0.984 -2.983 -2.858
H 2.964 -4.553 -3.348
C -1.335 -1.013 -5.035
C 0.105 -1.238 -5.457
C 0.182 -2.249 -6.593
O 0.674 -0.019 -5.972
H -1.417 -0.278 -4.227
H -1.762 -1.922 -4.606
H -1.933 -0.671 -5.880
H 0.724 -1.550 -4.614
H 1.216 -2.542 -6.791
H -0.152 -1.785 -7.522
H -0.388 -3.160 -6.412
H 0.081 0.705 -5.752
C -3.220 5.267 2.894
C -3.893 3.908 2.720
C -3.158 3.100 1.657
O -3.802 3.255 3.978
H -2.223 5.186 3.322
H -3.819 5.879 3.571
H -3.209 5.749 1.914
H -4.936 4.109 2.449
H -3.451 2.049 1.653
H -2.088 3.275 1.773
H -3.405 3.461 0.652
H -4.245 2.391 3.941
C 0.557 6.455 1.793
C 1.887 5.991 1.225
C 1.913 4.521 0.853
O 2.050 6.756 0.010
H 0.262 5.894 2.685
H -0.291 6.409 1.112
H 0.654 7.484 2.144
H 2.682 6.199 1.947
H 2.831 4.255 0.329
H 1.041 4.237 0.260
H 1.839 3.859 1.726
H 2.980 6.694 -0.237
C -0.490 -0.781 -0.867
C 0.054 0.042 0.296
C 0.261 1.496 -0.154
O -0.718 0.022 1.488
H -1.051 -0.210 -1.610
H -1.160 -1.550 -0.463
H 0.242 -1.370 -1.423
H 1.033 -0.376 0.543
H -0.707 1.955 -0.382
H 0.775 1.482 -1.120
H 0.800 2.107 0.565
H -1.530 0.506 1.290
C -2.984 -0.461 4.026
C -4.277 -0.233 4.806
C -4.115 0.228 6.245
O -5.064 0.675 4.014
H -3.279 -0.630 2.989
H -2.514 -1.339 4.464
H -2.375 0.443 3.973
H -4.793 -1.203 4.864
H -4.004 1.313 6.302
H -3.215 -0.203 6.695
H -4.909 -0.126 6.904
H -5.792 0.988 4.572
C 3.988 -0.417 -4.515
C 4.245 -1.754 -3.810
C 3.612 -1.751 -2.432
O 3.756 -2.805 -4.656
H 2.926 -0.177 -4.583
H 4.478 -0.429 -5.492
H 4.412 0.449 -3.996
H 5.332 -1.879 -3.736
H 3.585 -2.773 -2.027
H 2.584 -1.396 -2.431
H 4.314 -1.304 -1.729
H 3.840 -2.500 -5.563

- spin multiplicity = 1
- LUMO (hartree) = 0.0171
- structure (SMILES) = CC(C)O.CC(C)O.CC(C)O.CC(C)O.CC(C)O.CC(C)O.CC(C)O.CC(C)O
- Kohn-Sham gap (eV) = 10.22

***

The data favor entry B; the next most stable structure lies 0.1165 hartree above it.

***

Entry A
This record from OMol25 describes a cluster of 7 separate species, C11H36O7 in total. The level of theory is ωB97M-V/def2-TZVPD.

Atoms and positions in Å:
C -2.049 -3.962 5.795
C -1.689 -3.559 4.326
C -0.412 -4.253 3.793
O -2.641 -3.830 3.341
H -2.824 -3.303 6.185
H -1.143 -3.910 6.399
H -2.414 -4.987 5.729
H -1.741 -2.471 4.283
H -0.044 -3.443 3.163
H -0.557 -5.103 3.126
H 0.388 -4.399 4.519
H -3.016 -2.961 3.182
C 0.865 4.983 -1.350
C 0.830 4.412 -2.761
C 1.863 5.066 -3.676
O 1.002 3.034 -2.758
H 0.109 4.587 -0.673
H 0.724 6.064 -1.328
H 1.858 4.911 -0.905
H -0.171 4.578 -3.159
H 1.735 4.803 -4.726
H 2.892 4.720 -3.575
H 1.922 6.153 -3.619
H 0.279 2.665 -2.245
C 2.155 -1.235 -4.466
O 2.964 -0.122 -4.776
H 1.083 -1.040 -4.469
H 2.365 -2.131 -5.050
H 2.297 -1.692 -3.486
H 2.440 0.640 -4.516
C -1.300 -4.339 -1.844
O -1.277 -5.709 -1.863
H -1.234 -3.859 -0.868
H -0.407 -3.928 -2.314
H -2.177 -3.928 -2.344
H -2.038 -6.113 -1.440
C -0.445 -0.060 0.408
O -1.179 0.953 -0.283
H -1.035 -0.915 0.736
H 0.299 -0.415 -0.306
H 0.097 0.334 1.268
H -1.964 1.126 0.241
C 5.108 1.872 -0.675
O 3.910 1.072 -0.754
H 4.842 2.920 -0.531
H 5.676 1.477 0.167
H 5.729 2.019 -1.558
H 3.435 1.565 -1.427
C -3.991 1.941 3.160
O -4.587 1.467 1.994
H -3.239 2.670 2.857
H -4.712 2.373 3.854
H -3.387 1.123 3.550
H -5.192 2.138 1.670

- spin multiplicity = 1
- LUMO (hartree) = 0.0083
- structure (SMILES) = CC(C)O.CC(C)O.CO.CO.CO.CO.CO
- Kohn-Sham gap (eV) = 10.26

***

Entry B
This record from OMol25 describes a cluster of 7 separate species, C11H36O7 in total. The level of theory is ωB97M-V/def2-TZVPD.

Atoms and positions in Å:
C 4.229 0.934 4.159
C 4.893 0.925 2.736
C 4.304 -0.063 1.808
O 4.780 2.261 2.197
H 3.135 1.064 4.063
H 4.736 1.749 4.724
H 4.419 0.015 4.748
H 6.011 0.824 2.847
H 4.174 -1.027 2.321
H 4.834 -0.254 0.937
H 3.275 0.283 1.635
H 3.854 2.522 2.196
C -3.310 -2.610 -2.515
C -2.674 -1.290 -2.924
C -3.524 -0.353 -3.662
O -2.112 -0.718 -1.729
H -3.586 -3.177 -3.400
H -4.151 -2.515 -1.862
H -2.595 -3.231 -1.948
H -1.831 -1.562 -3.593
H -4.382 0.015 -3.081
H -3.871 -0.810 -4.577
H -2.900 0.514 -3.910
H -1.533 0.067 -1.923
C -0.846 2.510 -2.993
O -0.458 1.472 -2.094
H -0.372 2.378 -3.964
H -1.929 2.451 -3.039
H -0.705 3.507 -2.556
H 0.520 1.366 -2.172
C 1.720 -0.999 -1.400
O 1.907 0.368 -1.132
H 2.688 -1.456 -1.597
H 1.223 -1.492 -0.488
H 1.111 -1.047 -2.288
H 2.641 0.612 -0.546
C -4.437 1.352 0.222
O -4.475 -0.010 -0.174
H -3.999 2.014 -0.539
H -5.374 1.717 0.532
H -3.909 1.489 1.203
H -3.648 -0.252 -0.613
C -0.951 0.516 1.182
O 0.467 0.809 1.367
H -1.144 -0.367 0.542
H -1.393 0.417 2.161
H -1.411 1.405 0.696
H 0.775 0.806 0.463
C 0.850 -2.504 3.120
O 1.813 -1.453 2.961
H -0.026 -2.241 3.761
H 0.530 -2.807 2.113
H 1.392 -3.373 3.479
H 1.265 -0.753 2.546

- spin multiplicity = 1
- LUMO (hartree) = 0.0165
- structure (SMILES) = CC(C)O.CC(C)O.CO.CO.CO.CO.CO
- Kohn-Sham gap (eV) = 10.28

***

The data favor entry B; the next most stable structure lies 0.0673 hartree above it.

***

Entry A
This record from OMol25 describes a cluster of 2 separate species, C5H16N4 in total. The level of theory is ωB97M-V/def2-TZVPD.

Atoms and positions in Å:
C -0.264 1.998 -1.420
C -0.489 1.338 -0.073
N 0.063 2.081 0.984
N -1.667 0.824 0.243
N -2.462 0.304 -0.778
H -1.117 2.611 -1.708
H -0.158 1.243 -2.197
H 0.597 2.664 -1.409
H -0.277 1.793 1.890
H 1.043 2.303 0.893
H -3.100 -0.392 -0.403
H -2.934 1.022 -1.322
C 0.353 -1.436 -1.013
N 0.747 -1.225 0.353
C 2.151 -1.482 0.590
C -0.156 -1.085 1.646
H 0.634 -2.429 -1.365
H -0.726 -1.345 -1.103
H 0.960 -0.779 -1.658
H 2.458 -2.401 0.089
H 2.794 -0.666 0.222
H 2.379 -1.653 1.640
H -1.214 -1.116 1.401
H 0.254 -0.244 2.221
H 0.130 -1.928 2.277

- spin multiplicity = 1
- LUMO (hartree) = 0.0338
- structure (SMILES) = C/C(N)=N\N.CN(C)C
- Kohn-Sham gap (eV) = 8.20

***

Entry B
This record from OMol25 describes a cluster of 2 separate species, C5H16N4 in total. The level of theory is ωB97M-V/def2-TZVPD.

Atoms and positions in Å:
C 1.982 0.202 0.975
C 1.308 -1.138 0.103
N -0.006 -1.018 -0.366
C -0.190 -0.231 -1.585
C -1.676 0.070 -1.760
N 0.281 -0.913 -2.782
H 1.613 0.364 1.984
H 1.960 1.070 0.315
H 3.023 -0.085 1.104
H 1.382 -1.966 0.810
H 2.040 -1.276 -0.700
H -0.687 -0.730 0.548
H 0.371 0.722 -1.544
H -2.053 0.683 -0.941
H -2.231 -0.867 -1.761
H -1.842 0.589 -2.701
H -0.190 -1.809 -2.860
H 1.275 -1.097 -2.718
H -1.531 -0.901 2.616
N -1.324 -0.225 1.887
C -0.944 0.926 2.312
N -0.763 1.952 1.452
H -0.891 1.211 3.366
H -0.254 2.760 1.760
H -0.649 1.708 0.488

- spin multiplicity = 1
- LUMO (hartree) = 0.0273
- structure (SMILES) = CCN[C@H](C)N.[H]/N=C/N
- Kohn-Sham gap (eV) = 8.34

***

The data favor entry B; the next most stable structure lies 0.0728 hartree above it.

***

Entry A
This record from OMol25 describes a cluster of 2 separate species, C2H8N3O in total. The level of theory is ωB97M-V/def2-TZVPD.

Atoms and positions in Å:
C -1.509 0.024 0.213
C 2.667 0.279 -0.254
N -2.564 0.437 -0.514
N -1.403 -1.218 0.600
N -0.481 0.715 0.535
O 1.703 -0.505 0.125
H 2.838 1.128 0.360
H 2.461 0.491 -1.303
H 3.781 -0.128 -0.229
H -3.424 -0.071 -0.659
H -2.664 1.396 -0.740
H -1.993 -1.968 0.304
H -0.562 -1.489 1.062
H -0.391 1.614 0.126

- spin multiplicity = 1
- LUMO (alpha / beta) (hartree) = -0.3025 / -0.3069
- total charge = +1
- Kohn-Sham gap (alpha / beta) (eV) = 5.76 / 5.45

***

Entry B
This record from OMol25 describes the ion C2H8N3O with charge +1. The level of theory is ωB97M-V/def2-TZVPD.

Atoms and positions in Å:
C 0.880 -1.857 0.826
C -0.222 -0.824 0.443
N -0.778 0.140 1.274
N -0.101 0.571 0.107
O -0.762 1.079 -1.008
N -0.044 2.207 -1.463
H 1.660 -1.684 1.500
H 1.301 -2.065 -0.133
H 0.408 -2.774 1.019
H -0.969 -1.278 -0.217
H -1.793 0.342 1.171
H 0.886 1.085 0.138
H -0.671 2.992 -1.258
H 0.207 2.067 -2.398

- spin multiplicity = 1
- LUMO (hartree) = -0.1083
- structure (SMILES) = C[C@H]1N[N@@H+]1ON
- total charge = +1
- Kohn-Sham gap (eV) = 12.88

***

The data favor entry A; the next most stable structure lies 0.0227 hartree above it.

***

Entry A
This record from OMol25 describes an isolated molecule of C15H18N2O4S. The level of theory is ωB97M-V/def2-TZVPD.

Atoms and positions in Å:
C 4.753 0.030 -3.921
C 3.626 -0.920 -3.545
O 2.453 -0.193 -3.168
C 1.678 0.260 -4.147
O 1.832 0.037 -5.316
C 0.523 1.093 -3.597
N 0.714 1.448 -2.213
C 1.739 2.281 -1.860
O 2.487 2.844 -2.608
S 1.767 2.411 -0.094
C 0.393 1.301 0.093
C -0.038 1.028 1.353
C -1.086 0.212 1.845
C -2.029 -0.594 1.141
C -2.837 -1.185 2.061
C -3.977 -2.118 1.868
N -2.436 -0.778 3.317
C -3.068 -1.217 4.528
C -1.381 0.061 3.209
C -0.728 0.660 4.403
C -0.054 0.851 -1.214
O -0.953 0.087 -1.493
H 5.661 -0.536 -4.108
H 4.488 0.583 -4.818
H 4.929 0.739 -3.115
H 3.881 -1.513 -2.665
H 3.380 -1.578 -4.384
H 0.424 1.989 -4.215
H -0.399 0.503 -3.653
H 0.529 1.540 2.123
H -2.079 -0.706 0.080
H -4.905 -1.691 2.250
H -4.099 -2.315 0.808
H -3.804 -3.064 2.381
H -2.941 -2.294 4.657
H -2.635 -0.709 5.386
H -4.138 -0.999 4.494
H -0.344 -0.115 5.067
H -1.431 1.277 4.964
H 0.105 1.289 4.105

- spin multiplicity = 1
- LUMO (hartree) = -0.0002
- structure (SMILES) = CCOC(=O)CN1C(=O)S/C(=C/c2cc(C)n(C)c2C)C1=O
- Kohn-Sham gap (eV) = 7.68

***

Entry B
This record from OMol25 describes a structure of composition C15H18N2O4S. The level of theory is ωB97M-V/def2-TZVPD.

Atoms and positions in Å:
C 1.664 -4.057 2.176
H 2.306 -4.583 1.568
H 0.750 -4.871 2.251
H 1.990 -4.053 3.136
C 1.011 -2.679 1.573
C 0.238 -1.922 2.467
C -0.396 -2.225 3.580
C -1.309 -1.436 3.924
C -1.028 -0.397 3.037
O -0.128 -0.733 2.239
C -1.386 0.932 2.972
H -0.733 1.649 2.624
H -2.132 1.364 4.005
C -2.632 1.123 2.051
C -2.419 1.531 0.551
O -2.900 2.525 -0.021
N -1.297 1.107 0.201
C -0.561 1.208 -1.096
C -1.087 1.761 -2.060
C -0.299 2.037 -3.309
C 0.695 1.233 -3.589
C 1.461 0.538 -2.558
C 0.713 0.342 -1.292
H 1.147 -0.143 -0.498
H 2.124 -0.353 -2.808
S 1.620 1.358 -4.972
O 0.598 1.896 -6.078
O 2.573 0.123 -5.197
N 2.687 2.862 -4.742
H 2.383 3.591 -5.230
H 3.634 2.396 -4.830
H -0.887 2.539 -4.218
H -1.970 2.437 -1.928
H -0.840 0.410 0.742
H -3.465 1.973 2.350
H -3.086 0.080 1.990
H -2.036 -1.449 4.782
H -0.201 -3.257 4.161
H 0.874 -2.787 0.578
H 2.321 -2.070 1.467

- spin multiplicity = 1
- LUMO (hartree) = -0.0125
- Kohn-Sham gap (eV) = 7.95

***

The data favor entry A; the next most stable structure lies 0.4927 hartree above it.